No. 1
This record from the Open Molecules 2025 dataset describes a cluster of 2 separate species, C4H6O2S2 in total at a distorted geometry. The level of theory is ωB97M-V with the def2-TZVPD basis set.

Element x y z (Å)
C  -2.6994  -0.7989  -0.1533
C  -1.7890  -1.0895  -1.0590
C  1.4797  1.9901  1.3974
C  2.6833  1.7183  1.0152
O  0.4768  -0.6109  -2.2567
O  0.5010  -1.3511  0.1370
S  0.0276  2.2600  1.8933
S  -0.1539  -0.2825  -0.9895
H  -3.6737  -1.2621  -0.1375
H  -2.4927  -0.0803  0.6243
H  -1.9282  -1.7922  -1.8648
H  3.5148  2.3435  1.2893
H  1.1533  -1.9111  -0.2903
H  2.9006  0.8667  0.3946

Orbital gap (eV): 8.553
Highest occupied orbital energy (eV): -8.68

---

No. 2
This record from the Open Molecules 2025 dataset describes a structure of composition C4H6O2Tl at a distorted geometry. The level of theory is ωB97M-V with the def2-TZVPD basis set.

Element x y z (Å)
O  -1.0470  -1.3838  -3.3133
C  -0.1285  -0.5927  -3.0192
H  -0.8750  -1.0748  0.0705
H  0.8651  -0.9180  -3.5256
C  0.0203  -1.1099  0.7177
C  0.4809  -0.0931  1.4500
C  -0.1559  1.2735  1.5780
O  0.2518  2.1092  0.5623
Tl  -0.2465  1.2800  -1.3802
H  1.4458  -0.2033  1.9614
H  0.5412  -2.0705  0.6839
H  0.1108  1.6677  2.5904
H  -1.2630  1.1156  1.6241

Charge: -1
Orbital gap (spin up / spin down) (eV): 5.310 / 5.310
Highest occupied orbital energy (spin up / spin down) (eV): -1.79 / -1.79

---

No. 3
This record from the Open Molecules 2025 dataset describes a structure of composition C4H6O2Tl at a distorted geometry. The level of theory is ωB97M-V with the def2-TZVPD basis set.

Element x y z (Å)
O  1.5425  1.9898  -0.7882
C  0.3749  1.2527  -0.4879
C  0.7405  0.1758  0.5289
C  -0.4258  -0.5278  1.0839
C  -1.4226  -1.3483  0.8825
H  1.3270  2.6934  -1.4055
H  -0.0325  0.7779  -1.3967
H  -0.4083  1.9057  -0.0686
H  1.3112  0.6398  1.3501
H  1.4293  -0.5521  0.0624
H  -2.0868  -1.7023  1.6823
O  -1.7632  -2.0537  -0.4104
Tl  -0.5862  -3.2508  -1.0326

Charge: +2
Orbital gap (spin up / spin down) (eV): 5.224 / 4.791
<S²>: 0.777
Highest occupied orbital energy (spin up / spin down) (eV): -18.05 / -18.05
2S+1: 2

---

No. 4
This record from the Open Molecules 2025 dataset describes a structure of composition C4H6O2V at a distorted geometry. The level of theory is ωB97M-V with the def2-TZVPD basis set.

Element x y z (Å)
O  -1.0412  -0.0344  -0.1573
C  0.5046  0.0495  -0.6667
V  1.0157  1.2032  0.8582
O  1.2453  -0.7587  0.3153
C  1.9172  -1.9146  -0.1427
H  2.1988  -1.8142  -1.2013
H  2.8585  -2.0116  0.4156
H  1.2741  -2.7941  0.0088
C  -2.1630  0.4243  -0.5654
C  -3.1817  0.2761  0.5347
H  -2.7434  0.1433  1.5414
H  -3.8310  1.1690  0.5432
H  -3.8414  -0.5776  0.3069

Orbital gap (spin up / spin down) (eV): 6.196 / 6.169
<S²>: 4.170
Highest occupied orbital energy (spin up / spin down) (eV): -6.99 / -7.07
2S+1: 4

---

No. 5
This record from the Open Molecules 2025 dataset describes a structure of composition C4H6O3Tm at a distorted geometry. The level of theory is ωB97M-V with the def2-TZVPD basis set.

Element x y z (Å)
O  0.8068  1.7255  -0.0438
O  -0.5633  0.2312  0.7979
O  1.3836  -0.3735  0.0540
C  -1.5113  -0.1160  -0.3295
C  -2.8438  -0.3822  0.3009
C  0.6213  0.6444  0.5376
H  -3.4926  -0.8283  -0.4700
H  -2.8145  -1.1000  1.1496
H  -3.3756  0.5180  0.6782
Tm  -0.4821  0.0821  -2.2356
C  2.7841  -0.1289  -0.0715
H  3.2596  -0.8788  0.5671
H  3.2106  0.8419  0.2018
H  3.0172  -0.2354  -1.1368

Charge: +1
Orbital gap (spin up / spin down) (eV): 6.134 / 7.238
<S²>: 2.016
Highest occupied orbital energy (spin up / spin down) (eV): -11.45 / -12.40
2S+1: 3

---

No. 6
This record from the Open Molecules 2025 dataset describes the molecule C4H6O4 at a distorted geometry. The level of theory is ωB97M-V with the def2-TZVPD basis set.

Element x y z (Å)
C  -1.9026  0.2690  0.2399
C  -0.5407  -0.0588  -0.3015
C  -0.2942  -0.8966  -1.2685
O  -0.1680  -1.7210  -2.0871
C  0.6612  0.5742  0.3579
O  0.8807  1.8382  -0.1408
O  1.8415  -0.2015  -0.0423
O  1.9218  -1.4239  0.6657
H  -2.0104  1.3472  0.3528
H  -2.6857  -0.0828  -0.4260
H  -2.0356  -0.1918  1.2182
H  0.5398  0.5614  1.4575
H  1.8046  2.0767  0.0095
H  1.9877  -2.0905  -0.0353

Orbital gap (eV): 9.699
Highest occupied orbital energy (eV): -8.95

---

No. 7
This record from the Open Molecules 2025 dataset describes a structure of composition C4H6O7Rh at a distorted geometry. The level of theory is ωB97M-V with the def2-TZVPD basis set.

Element x y z (Å)
O  0.1301  -1.3803  0.7687
C  -0.2828  -0.1024  0.5361
C  -0.6006  0.1517  -0.9368
O  -1.8841  -0.4398  -1.1987
C  -2.6720  -0.3559  -0.1665
O  -2.1461  -0.2691  0.9624
O  -3.9080  -0.1332  -0.4514
H  0.2800  -1.5449  1.7087
H  -0.2952  0.6022  1.3708
H  0.1095  -0.3530  -1.5985
H  -0.6620  1.2210  -1.1569
H  -4.1753  0.7767  -0.2464
O  2.9873  -1.0791  -0.0234
C  2.8237  0.2049  0.0225
O  1.6957  0.7636  0.3605
O  3.7318  0.9729  -0.3671
Rh  2.7480  2.4998  0.3857
H  2.1202  -1.5351  0.0301

Charge: +3
Orbital gap (spin up / spin down) (eV): 9.158 / 4.555
<S²>: 6.016
Highest occupied orbital energy (spin up / spin down) (eV): -22.59 / -23.56
2S+1: 5

---

No. 8
This record from the Open Molecules 2025 dataset describes the molecule C4H6OS at a distorted geometry. The level of theory is ωB97M-V with the def2-TZVPD basis set.

Element x y z (Å)
C  1.4707  0.8362  -0.0236
O  0.1939  1.3412  -0.4462
C  -0.7440  0.4618  0.1848
C  -1.2059  -0.5839  -0.6490
C  -0.2083  -0.9883  0.3337
S  1.4237  -0.8742  -0.2983
H  1.4940  0.6940  1.1695
H  2.3139  1.2995  -0.4393
H  -1.5027  0.8976  0.7656
H  -2.2108  -0.6420  -0.3292
H  -0.7754  -0.9767  -1.6711
H  -0.2490  -1.4650  1.4031

Orbital gap (eV): 9.573
Highest occupied orbital energy (eV): -8.64

---

No. 9
This record from the Open Molecules 2025 dataset describes the molecule C4H6OS at a distorted geometry. The level of theory is ωB97M-V with the def2-TZVPD basis set.

Element x y z (Å)
C  0.1198  0.6061  1.6317
O  0.4379  -0.6792  1.0905
C  0.5527  -0.3920  -0.2727
C  0.0092  -0.7855  -1.5946
C  -0.7524  0.1987  -0.6881
S  -0.6802  1.6955  0.2622
H  -0.5872  0.4554  2.4797
H  1.0005  1.1296  1.9939
H  1.4083  0.2926  -0.4502
H  0.6328  -0.4678  -2.4094
H  -0.5836  -1.6696  -1.7873
H  -1.5577  -0.3838  -0.2557

Orbital gap (eV): 9.603
Highest occupied orbital energy (eV): -8.63

---

No. 10
This record from the Open Molecules 2025 dataset describes a cluster of 2 separate species, C4H6OS in total at a distorted geometry. The level of theory is ωB97M-V with the def2-TZVPD basis set.

Element x y z (Å)
C  0.9960  0.5735  0.5407
C  1.1259  -0.6352  0.1506
C  -0.3994  2.0639  -0.1665
C  0.5637  -1.9393  -0.2723
O  3.4289  0.5737  -0.7410
S  2.7490  0.2505  0.5468
H  -1.1766  1.3366  -0.2020
H  -0.2546  2.2619  -1.2032
H  -0.4850  2.8851  0.4624
H  1.1144  -2.7555  0.0828
H  0.5407  -1.7180  -1.3284
H  -0.5289  -1.9187  0.0750

Orbital gap (spin up / spin down) (eV): 8.519 / 8.521
Highest occupied orbital energy (spin up / spin down) (eV): -8.58 / -8.58

---

No. 11
This record from the Open Molecules 2025 dataset describes the molecule C4H6OS at a distorted geometry. The level of theory is ωB97M-V with the def2-TZVPD basis set.

Element x y z (Å)
C  -0.1251  -0.4397  1.6420
O  -0.9304  -0.8716  0.5345
C  -0.1344  -0.5632  -0.5897
C  -0.0523  0.4478  -1.6960
C  0.3385  0.8338  -0.2902
S  1.4623  0.4327  1.0509
H  -0.7198  0.2785  2.2448
H  0.1544  -1.2698  2.3048
H  0.6209  -1.2660  -0.7528
H  0.7535  0.1274  -2.3892
H  -0.8560  0.9632  -2.1798
H  -0.5117  1.3270  0.1206

Orbital gap (eV): 9.490
Highest occupied orbital energy (eV): -8.55

---

No. 12
This record from the Open Molecules 2025 dataset describes the molecule C4H6OS at a distorted geometry. The level of theory is ωB97M-V with the def2-TZVPD basis set.

Element x y z (Å)
C  -0.4302  -1.2642  0.7725
O  -0.8185  -1.5522  -0.5415
C  -0.6475  -0.4157  -1.4858
C  0.2803  0.2723  -0.5286
S  0.9646  1.4851  0.5241
C  -0.2848  0.1619  0.8132
H  0.5218  -1.8076  0.8208
H  -0.8830  -1.7139  1.7290
H  -0.0132  -0.6989  -2.3758
H  -1.6128  0.1460  -1.7396
H  0.9303  -0.5130  -0.6920
H  -1.3356  0.7178  0.7763

Orbital gap (eV): 9.882
Highest occupied orbital energy (eV): -9.16

---

No. 13
This record from the Open Molecules 2025 dataset describes the molecule C4H6OS at a distorted geometry. The level of theory is ωB97M-V with the def2-TZVPD basis set.

Element x y z (Å)
C  1.3050  1.0004  0.1106
O  0.0038  1.5526  -0.2966
C  -0.8937  0.6736  0.3736
C  -2.0665  -0.3506  0.0142
C  -0.5327  -0.5650  -0.3804
S  0.9924  -1.1386  0.0406
H  2.0239  1.3153  -0.6503
H  1.6318  0.9559  1.1537
H  -0.8731  0.6097  1.5282
H  -2.9597  -0.7697  -0.6895
H  -2.1574  -0.7618  1.1438
H  -0.4468  -0.1033  -1.4698

Orbital gap (eV): 9.198
Highest occupied orbital energy (eV): -8.51

---

No. 14
This record from the Open Molecules 2025 dataset describes the molecule C4H6OS at a distorted geometry. The level of theory is ωB97M-V with the def2-TZVPD basis set.

Element x y z (Å)
C  0.5847  1.3188  0.3895
C  -0.0486  -1.4232  1.6647
C  -0.2768  0.4991  -0.1620
C  -0.2418  0.0644  -1.5691
O  1.0582  -1.0672  1.8821
S  -1.5779  0.0074  0.8310
H  0.3960  1.6023  1.4099
H  1.6075  1.4110  -0.1198
H  -0.5213  -2.3599  1.3867
H  0.3619  0.7488  -2.1539
H  -0.0073  -1.0519  -1.7429
H  -1.3345  0.2504  -1.8162

Orbital gap (spin up / spin down) (eV): 6.604 / 6.112
<S²>: 2.014
Highest occupied orbital energy (spin up / spin down) (eV): -5.94 / -9.05
2S+1: 3

---

No. 15
This record from the Open Molecules 2025 dataset describes the molecule C4H6OS2 at a distorted geometry. The level of theory is ωB97M-V with the def2-TZVPD basis set.

Element x y z (Å)
C  2.1517  0.5003  -0.3693
S  1.1995  1.1981  1.0018
C  -0.4019  0.5599  1.1223
S  -1.4227  1.1733  2.2310
C  -0.7570  -0.6601  0.3265
C  -1.8868  -0.5733  -0.5997
O  -0.5906  -0.6702  -1.1441
H  2.7815  -0.2791  0.0722
H  2.7457  1.3318  -0.7683
H  1.5133  0.0678  -1.1557
H  -0.4775  -1.6140  0.7696
H  -2.3548  0.3950  -0.6714
H  -2.5003  -1.4294  -0.8148

Orbital gap (eV): 8.485
Highest occupied orbital energy (eV): -8.86